Record 1
The following is a DFT calculation (ωB97M-V with the def2-TZVPD basis set) of a 9-piece molecular cluster, H16NO11 overall at a distorted geometry.

```
28
Properties=species:S:1:pos:R:3:forces:R:3:lowdin_charge:R:1
N 0.040393 0.154285 -0.635344 -0.2 -0.7 0.7 -0.544
O -1.208099 0.067035 -0.505087 0.2 0.5 0.1 -0.055
O 0.578327 -0.075822 -1.712811 0.1 0.3 -0.1 0.016
O 0.728921 0.402885 0.400868 -0.3 0.4 -0.5 -0.070
O -1.074849 -1.676330 -3.731563 -0.1 0.0 -0.1 -0.093
H -0.605363 -1.032923 -3.181187 -0.1 -0.1 0.1 -0.012
H -1.894134 -1.857643 -3.240808 0.4 0.1 0.1 -0.006
O 3.252519 2.643422 0.405931 -0.1 0.0 0.1 -0.064
H 2.639221 1.897011 0.335928 0.0 0.0 -0.1 0.009
H 2.702789 3.420729 0.268252 0.0 -0.1 -0.1 0.028
O 0.515471 2.702034 2.705639 0.0 0.0 0.0 -0.065
H 0.507641 2.280005 1.834408 0.0 -0.1 0.1 -0.004
H 1.129420 3.436102 2.613208 0.0 0.0 0.0 0.029
O 1.143371 -3.029524 -0.842810 -0.1 -0.1 0.0 -0.056
H 1.173261 -2.240380 -0.291207 0.2 0.0 0.0 0.002
H 1.253135 -2.698479 -1.740693 -0.1 0.1 0.0 0.027
O -3.045980 -1.802620 -1.592870 -0.2 0.2 0.1 -0.067
H -3.895252 -1.406358 -1.811393 0.0 0.0 0.0 0.044
H -2.579201 -1.115916 -1.079324 0.2 -0.2 -0.3 0.007
O -1.491335 -2.237834 1.743533 -0.1 0.1 0.0 -0.068
H -1.404039 -2.669816 0.885088 0.0 0.1 0.0 0.025
H -1.374816 -1.298474 1.549880 0.1 -0.1 -0.1 0.010
O 2.748829 -1.092273 1.709589 -0.1 0.2 0.0 -0.071
H 2.025221 -0.512060 1.410440 0.2 -0.2 0.0 -0.012
H 3.367843 -0.503136 2.150556 0.0 0.0 0.0 0.025
O -1.725977 3.134007 0.701169 -0.1 -0.1 -0.2 -0.071
H -1.728913 2.391560 0.080739 0.0 0.0 0.1 0.012
H -1.778399 2.720511 1.569868 0.1 0.0 0.0 0.026
```
Positions in Å, forces in eV/Å.

## Properties
- ΔE to the lowest compared entry with this formula, charge and spin: 13.91 kJ/mol
- Gap between HOMO and LUMO: 9.980 eV
- Electronic energy: -891.99625 Eh
- F_max: 1.03 eV/A
- Net charge: -1
- E_HOMO: -7.08 eV
- LUMO: 2.90 eV

=====

Record 2
The following is a DFT calculation (ωB97M-V with the def2-TZVPD basis set) of a 10-piece molecular cluster, C34H70N10O6 overall at a distorted geometry.

```
120
Properties=species:S:1:pos:R:3:forces:R:3:lowdin_charge:R:1
C -15.338944 1.055624 25.436046 0.6 -0.1 -0.1 -0.056
N -14.911650 2.082546 24.459743 -1.6 -1.0 0.6 -0.168
C -15.919933 2.431349 23.414146 1.4 0.2 0.7 -0.020
C -13.633211 2.458653 24.408240 0.7 1.5 -1.3 -0.359
O -13.167435 3.185779 23.521983 -0.4 -0.7 1.0 -0.023
H -14.534645 0.777822 26.117240 0.2 0.6 0.1 0.079
H -15.541992 0.079406 24.995737 -0.4 0.2 -0.6 0.084
H -16.192073 1.348201 26.048150 -0.1 0.3 -0.2 0.081
H -15.907312 1.640957 22.663673 -0.7 0.0 0.0 0.085
H -16.844950 2.638414 23.952275 -0.2 -0.5 -0.4 0.069
H -15.648950 3.358081 22.908352 0.2 -0.2 0.1 0.045
H -13.043617 2.124559 25.275972 0.1 -0.1 -0.1 0.137
C -15.845658 6.120319 24.198487 -0.8 -0.1 -0.5 -0.073
N -15.327414 6.570230 25.472787 1.0 -0.1 1.2 -0.181
C -15.767699 7.867993 25.966988 0.4 0.5 -0.4 -0.043
C -14.307881 5.874541 26.081744 1.1 -0.3 1.8 -0.300
O -13.507016 6.179326 27.006514 -2.6 0.2 -2.4 -0.025
H -15.224593 5.426001 23.632535 0.3 -0.2 0.6 0.062
H -16.002592 6.926657 23.482044 0.2 0.5 0.3 0.093
H -16.838449 5.687132 24.320202 -0.1 -0.3 0.0 0.074
H -15.074298 8.600015 25.552944 -0.2 0.5 0.1 0.083
H -16.783675 8.098863 25.646705 0.1 -0.2 -0.4 0.087
H -15.803491 7.991194 27.049412 0.5 -0.6 0.0 0.092
H -14.304834 4.828916 25.736988 0.2 0.1 -0.5 0.118
C -9.647977 3.654066 17.814920 1.3 -0.9 0.0 -0.041
N -8.609718 3.896858 18.855529 -1.8 -0.7 -1.3 -0.184
C -9.219930 4.224304 20.099354 0.6 1.1 0.9 -0.069
C -7.278347 3.933992 18.612225 1.0 -0.5 1.6 -0.310
O -6.368396 4.122271 19.450110 -2.1 -0.2 -1.9 -0.019
H -10.448229 4.391763 17.755864 0.5 0.5 0.2 0.053
H -10.163384 2.716638 18.023939 0.0 -0.2 0.1 0.090
H -9.177202 3.536482 16.838882 0.0 0.2 0.0 0.080
H -9.816934 3.509748 20.666007 0.3 -1.0 -0.5 0.095
H -8.373926 4.520993 20.719314 -0.6 0.6 0.4 0.086
H -9.951663 4.993869 19.853493 0.3 0.7 0.6 0.076
H -7.124021 3.621965 17.567701 0.5 0.4 -0.1 0.126
C -12.287688 6.822362 22.789499 0.4 -0.9 0.3 -0.060
N -11.237359 7.491383 23.510580 0.3 1.3 0.0 -0.174
C -11.727717 8.353601 24.663881 1.4 -1.3 -0.5 -0.022
C -9.894859 7.313165 23.212271 0.0 -0.4 -1.0 -0.288
O -9.351236 6.588743 22.346806 -2.0 1.6 2.1 -0.013
H -12.780116 7.394059 22.002873 0.2 0.3 0.0 0.090
H -13.021740 6.533758 23.541807 -0.2 -0.3 -0.2 0.063
H -11.827976 5.932439 22.359607 -0.3 -0.1 -0.1 0.080
H -12.043810 7.647428 25.431677 -0.2 0.2 0.2 0.067
H -10.895285 8.931040 25.066021 0.0 0.0 -0.1 0.077
H -12.542281 9.044386 24.446191 0.1 -0.2 -0.6 0.079
H -9.325264 7.985323 23.872552 0.4 -0.2 0.0 0.123
C -17.544561 2.364536 12.681545 1.0 -1.1 0.6 -0.040
N -18.007372 1.987344 14.045776 0.2 0.2 -0.3 -0.171
C -19.352618 1.407600 14.181334 0.2 0.3 0.2 -0.036
C -17.220940 2.239703 15.126326 -2.0 -0.1 1.7 -0.277
O -17.606738 2.091691 16.324388 1.2 0.1 -2.9 -0.053
H -18.339119 2.636127 11.986553 0.0 0.0 0.4 0.091
H -16.979622 1.508826 12.311815 -0.4 -0.3 -0.6 0.083
H -16.749240 3.109813 12.671010 -0.5 0.5 0.5 0.078
H -20.037169 2.212919 14.447729 -0.3 -0.1 -0.1 0.077
H -19.674316 0.920350 13.260894 0.2 0.3 -0.1 0.087
H -19.423475 0.641019 14.952970 0.4 0.2 0.2 0.085
H -16.244390 2.637640 14.809769 0.0 0.0 0.5 0.136
C -13.119528 5.126905 19.239318 0.5 -0.4 0.2 -0.017
N -14.433316 4.489210 19.113153 1.9 1.6 -0.2 -0.158
C -15.410128 4.773314 20.097301 -0.7 0.4 1.1 -0.079
C -14.646975 3.627345 18.155618 -0.5 -2.2 -1.8 -0.363
O -13.851223 3.179802 17.316805 -0.4 0.8 0.6 -0.035
H -12.673136 4.892070 20.205596 -0.1 -0.1 0.2 0.081
H -13.084921 6.211766 19.139449 -0.6 0.1 -0.1 0.096
H -12.426642 4.727262 18.498849 -0.4 -0.2 -0.1 0.052
H -15.897629 5.742541 19.992203 0.4 0.4 0.0 0.089
H -16.268084 4.101218 20.114811 0.5 -0.5 -0.1 0.044
H -14.871174 4.717825 21.043103 -0.4 0.1 0.4 0.081
H -15.683016 3.257233 18.198358 0.0 -0.1 -0.2 0.103
C -14.203371 5.624126 14.709391 1.6 0.1 0.4 -0.095
C -12.978819 6.580805 14.568992 -0.9 0.5 0.4 -0.253
C -11.645273 6.014070 15.093881 0.1 0.7 -0.2 -0.176
C -10.546123 7.016858 15.360635 -1.3 -0.8 -0.5 -0.215
N -9.733065 7.790560 15.597686 0.1 0.0 0.0 0.128
H -14.071916 4.765891 14.050406 -0.3 0.1 -0.3 0.067
H -15.116113 6.187701 14.516020 0.0 -0.3 0.0 0.072
H -14.182076 5.201980 15.714099 -0.4 0.1 0.1 0.043
H -13.199067 7.448367 15.191026 -0.1 0.2 -0.1 0.103
H -12.993092 6.929693 13.536432 0.7 0.0 0.0 0.104
H -11.286169 5.271105 14.381746 0.2 -0.2 0.4 0.116
H -11.884589 5.579885 16.064612 0.2 -0.4 -0.1 0.089
C -19.945206 3.604097 24.999644 0.0 -0.2 0.6 -0.107
C -20.276702 2.512811 23.993858 1.0 0.2 -0.6 -0.234
C -20.442648 3.110595 22.583709 -0.3 0.1 -0.9 -0.179
C -19.273739 3.808137 22.043351 -1.8 -0.9 1.8 -0.215
N -18.310095 4.320021 21.755269 2.2 1.3 -0.9 0.199
H -20.773743 4.294692 25.156811 0.1 0.2 -0.2 0.079
H -19.027581 4.119702 24.716423 -0.2 0.3 -0.4 0.053
H -19.678080 3.224760 25.985977 -0.3 -0.4 0.0 0.073
H -21.140753 1.895468 24.239608 0.0 0.2 0.1 0.111
H -19.405237 1.861032 23.931933 -0.1 -0.3 0.1 0.101
H -21.279907 3.806859 22.535616 -0.1 0.0 0.1 0.120
H -20.599438 2.389003 21.781953 -0.5 -0.6 0.4 0.118
C -17.315842 -2.248476 18.380216 0.0 0.5 -0.2 -0.099
C -16.859370 -1.233861 17.288342 0.5 -1.0 1.1 -0.254
C -15.666916 -0.367744 17.678998 -0.9 0.6 0.9 -0.183
C -16.104163 0.487543 18.827993 0.2 1.4 1.6 -0.198
N -16.453964 1.155002 19.728191 0.7 -1.8 -2.2 0.157
H -17.773860 -1.716488 19.214074 0.0 0.1 0.1 0.064
H -16.522653 -2.866648 18.800707 0.3 0.2 -0.2 0.070
H -18.063737 -2.951389 18.013240 -0.1 0.1 -0.2 0.064
H -17.663935 -0.518863 17.116416 -0.1 -0.5 -0.8 0.095
H -16.405904 -1.774329 16.457461 -1.1 -0.1 -0.6 0.108
H -15.450604 0.255325 16.811186 0.2 0.3 0.3 0.105
H -14.806183 -0.998772 17.900461 0.1 0.3 0.4 0.121
C -18.395445 4.798161 18.336451 -0.4 0.9 0.0 -0.111
C -19.848524 5.045440 17.887466 0.1 -0.1 0.9 -0.242
C -20.133717 4.592581 16.455495 -0.1 -1.0 1.1 -0.201
C -19.398702 5.332937 15.469743 0.9 2.2 -1.8 -0.241
N -18.819369 5.997820 14.707043 -0.9 -1.4 1.3 0.146
H -18.106762 3.754000 18.456862 -0.3 -0.1 -0.3 0.061
H -18.220322 5.283117 19.296791 0.0 0.0 0.0 0.038
H -17.737716 5.271180 17.607245 0.3 -0.1 0.0 0.074
H -20.218239 6.059609 18.038730 0.8 0.6 -0.4 0.109
H -20.532047 4.597265 18.608601 -0.1 -1.0 -0.3 0.098
H -21.216561 4.592940 16.330835 0.1 0.1 -0.6 0.124
H -19.750609 3.578255 16.343821 -0.3 -0.4 0.2 0.091
```
Positions in Å, forces in eV/Å.

## Properties
- ΔE to the lowest compared entry with this formula, charge and spin: 97.02 kJ/mol
- Gap between HOMO and LUMO: 8.798 eV
- Electronic energy: -2336.39132 Eh
- F_max: 3.56 eV/A
- E_HOMO: -8.57 eV
- LUMO: 0.22 eV